{
  "formula": "C40H59NO27",
  "method": "ωB97M-V/def2-TZVPD",
  "elements": ["C", "C", "C", "O", "C", "O", "O", "H", "H", "H", "H", "H", "H", "C", "C", "C", "O", "C", "O", "O", "H", "H", "H", "H", "H", "H", "C", "C", "C", "O", "C", "O", "O", "H", "H", "H", "H", "H", "H", "C", "C", "C", "O", "C", "O", "O", "H", "H", "H", "H", "H", "H", "C", "C", "C", "O", "C", "O", "O", "H", "H", "H", "H", "H", "H", "C", "C", "C", "O", "C", "O", "O", "H", "H", "H", "H", "H", "H", "C", "C", "C", "O", "C", "O", "O", "H", "H", "H", "H", "H", "H", "C", "C", "C", "O", "C", "O", "O", "H", "H", "H", "H", "H", "H", "C", "C", "C", "O", "C", "O", "O", "H", "H", "H", "H", "H", "H", "C", "C", "C", "N", "C", "H", "H", "H", "H", "H"],
  "coordinates": [[2.75193, 7.18675, 1.76537], [1.89684, 7.78714, 2.96111], [2.74370, 8.45656, 3.99423], [2.07422, 9.73341, 4.10922], [1.19140, 9.88617, 3.18912], [0.56202, 10.98139, 3.12476], [1.15105, 8.84489, 2.39834], [2.17242, 6.94097, 0.87550], [3.28318, 6.26653, 2.00842], [3.50468, 7.91513, 1.46386], [1.25486, 7.01810, 3.39068], [3.77512, 8.62219, 3.68302], [2.64908, 7.95424, 4.95695], [-1.38085, -7.65859, 6.63449], [-2.69790, -8.08743, 5.89626], [-3.50606, -9.11273, 6.60638], [-4.79394, -8.54156, 6.66478], [-4.81538, -7.30258, 6.19609], [-5.79067, -6.67064, 5.78892], [-3.55964, -6.99200, 5.87959], [-0.87229, -6.77247, 6.25468], [-0.59801, -8.40463, 6.49774], [-1.49259, -7.40148, 7.68781], [-2.51932, -8.24968, 4.83330], [-3.28089, -9.30069, 7.65617], [-3.39611, -9.98945, 5.96812], [-0.30572, -2.16770, 0.89090], [-0.23919, -1.08587, -0.18438], [0.44885, 0.25808, 0.22653], [1.37615, 0.53314, -0.80971], [1.69907, -0.57432, -1.43849], [2.53515, -0.67864, -2.33020], [0.78805, -1.48443, -1.06917], [-0.64049, -3.09508, 0.42616], [-1.07863, -2.02650, 1.64641], [0.59168, -2.35566, 1.48032], [-1.17650, -1.01511, -0.73624], [0.76712, 0.23475, 1.26876], [-0.25397, 1.08864, 0.16094], [3.26845, -0.44520, 8.48538], [4.60825, -0.81763, 7.82211], [4.59371, -2.03391, 6.89106], [5.12839, -1.58760, 5.64596], [5.22830, -0.23896, 5.61567], [5.68617, 0.45413, 4.70152], [4.94197, 0.19121, 6.84074], [2.50528, -0.33027, 7.71567], [3.30763, 0.44597, 9.11179], [2.90762, -1.22289, 9.15851], [5.47461, -0.92376, 8.47499], [3.58733, -2.44735, 6.82474], [5.19707, -2.85721, 7.27345], [-6.63759, -0.58499, 8.20474], [-6.69131, -0.09288, 6.75311], [-7.60621, 1.05991, 6.50707], [-6.77850, 2.00224, 5.88168], [-5.53394, 1.57511, 5.86544], [-4.57563, 2.14365, 5.35232], [-5.41453, 0.45545, 6.51218], [-5.79354, -1.27025, 8.28298], [-7.57895, -1.06421, 8.47354], [-6.39789, 0.19779, 8.92439], [-6.98705, -0.90965, 6.09467], [-7.99989, 1.47797, 7.43354], [-8.44018, 0.68389, 5.91447], [7.17104, 0.91982, -11.49993], [8.05890, -0.07819, -10.71586], [7.38182, -0.48263, -9.41283], [7.93303, -1.71956, -9.16667], [8.44918, -2.20161, -10.30005], [8.89734, -3.37618, -10.40804], [8.32721, -1.32845, -11.30434], [7.63073, 1.01071, -12.48408], [7.08009, 1.92678, -11.09267], [6.17883, 0.47576, -11.58004], [9.02408, 0.36088, -10.46340], [6.29469, -0.55607, -9.44216], [7.60966, 0.23105, -8.62110], [-5.35701, 7.24080, 0.31864], [-5.38992, 6.46650, -1.01018], [-4.04890, 6.04389, -1.57145], [-4.11278, 4.69036, -1.50247], [-5.20293, 4.21982, -0.93198], [-5.43072, 3.04835, -0.65390], [-5.98764, 5.25685, -0.70948], [-6.32112, 7.55653, 0.71727], [-4.78481, 8.16657, 0.25828], [-4.84682, 6.71758, 1.12737], [-5.92542, 7.05113, -1.75820], [-3.24579, 6.37434, -0.91274], [-3.74587, 6.43902, -2.54106], [5.27453, 7.12773, -5.47944], [5.74237, 7.39985, -6.92528], [5.85991, 8.90475, -7.22506], [7.26117, 8.98382, -7.44578], [7.85621, 7.79886, -7.51251], [9.09043, 7.61897, -7.71183], [6.99174, 6.81747, -7.18983], [5.13156, 6.09089, -5.17508], [4.30172, 7.58626, -5.30197], [5.90392, 7.54156, -4.69160], [4.97907, 6.98995, -7.58670], [5.56610, 9.51283, -6.36948], [5.17060, 9.13474, -8.03749], [-8.92840, -4.17411, -0.87048], [-8.24063, -5.50021, -1.32039], [-6.71569, -5.46477, -1.09599], [-6.33575, -6.62916, -0.44760], [-7.53173, -7.32205, -0.18822], [-7.54231, -8.49269, 0.15452], [-8.60599, -6.62329, -0.59041], [-10.00824, -4.25062, -0.99770], [-8.51478, -3.27337, -1.32400], [-8.62021, -4.02691, 0.16463], [-8.33246, -5.74737, -2.37802], [-6.48450, -4.59345, -0.48326], [-6.28872, -5.20223, -2.06391], [1.31463, -8.43186, -5.60279], [1.35371, -9.69512, -6.10325], [2.68520, -9.93369, -6.42201], [3.37951, -8.78467, -6.35518], [2.52999, -7.81071, -5.87707], [0.45440, -7.88584, -5.24463], [0.53175, -10.38207, -6.24059], [3.14927, -10.83530, -6.79365], [4.32761, -8.71068, -6.69539], [2.83917, -6.79298, -5.68995]],
  "atomic_forces_ev_per_a": [[-0.3325, 0.1461, 0.7129], [1.5358, -1.9416, -2.5376], [-0.4244, 0.6223, 0.7239], [2.3087, -0.6158, 2.4686], [-2.8527, 5.8718, -0.4144], [1.6071, -4.3094, -0.5937], [-1.4536, -0.4412, -1.1355], [-0.3934, 0.2079, 0.2387], [-0.0513, 0.0312, 0.4445], [-0.0569, 0.1343, 0.0586], [-0.2817, 0.1875, -0.1088], [-0.0406, -0.0378, 0.1699], [0.4345, 0.1262, -0.0319], [0.2239, -0.1840, -0.6662], [2.4135, 2.1084, 0.9627], [0.2687, -0.7594, 0.3484], [-1.9492, -1.1349, 0.3900], [-1.7403, 0.7429, -3.4649], [2.1683, -1.3028, 2.2332], [-0.1844, 2.8172, 0.0489], [-0.6125, 0.2100, -0.6807], [-0.2075, -0.4368, 0.3298], [-0.4752, -0.5548, 0.0898], [0.3130, -0.7501, 0.1249], [0.7391, -0.2132, -0.2554], [-0.9670, -0.5237, 0.5363], [-1.0303, -0.2663, 0.3213], [2.0102, 0.5664, 1.0741], [-2.8354, 0.7635, -0.0008], [1.0272, 1.4814, 1.4912], [0.3551, -0.4853, -2.6857], [-1.8344, -0.0692, 2.5228], [0.8532, -2.8860, -1.8550], [0.3856, -0.1173, -0.1991], [-0.2235, 0.6470, -0.0783], [0.3425, 0.2565, -0.5427], [0.0415, 0.2739, 0.0640], [1.0195, -0.1191, -0.3080], [-0.1270, -0.0254, 0.1910], [0.4433, -0.4464, 0.0225], [-0.0769, 0.1619, -1.1629], [-0.3181, -0.7198, 0.6224], [-0.4267, -0.4452, -0.7491], [2.1345, 0.8713, -1.1263], [-1.8710, -2.2215, 2.4981], [-0.3275, 2.0468, 0.7998], [0.0923, 0.1566, -0.0544], [0.2794, 0.1449, -0.3376], [0.2264, -0.3209, -0.0702], [-0.2739, 0.4211, 0.3835], [-0.1699, 0.2028, -0.6576], [0.2763, 0.1591, -0.1643], [0.0325, -0.2589, -0.4301], [-0.0583, -0.8612, 2.3361], [-1.0589, -0.2450, 0.7942], [-1.1625, 1.2486, -1.0492], [3.5183, 2.2677, -1.8564], [-2.2143, -0.7286, 0.9568], [0.6458, -2.0175, 0.0252], [-0.2793, -0.3796, -0.0089], [0.1316, -0.1356, 0.1386], [-0.2915, 0.3537, -0.2538], [0.7790, -0.1595, -0.2304], [-0.0083, 0.1515, -0.0067], [-0.0138, 0.7557, -0.4185], [0.8000, -1.4017, -0.6699], [-1.1063, 2.2366, 1.1915], [-0.3559, 1.7600, 0.0932], [0.8184, -1.4481, 0.6877], [1.2769, -5.6595, -0.4645], [-1.5648, 4.8019, 0.3040], [0.0309, -0.2544, -0.7151], [-0.3302, 0.1451, -0.1948], [0.3064, -0.2803, 0.4445], [-0.0356, 0.1386, -0.2429], [0.1047, 0.2210, -0.1449], [-0.1302, -0.0978, -0.4074], [0.1893, -0.1629, 0.1264], [0.7018, 0.8527, 0.1418], [0.1430, 2.1858, 0.9591], [1.1234, 2.2023, 0.9138], [2.0632, -3.0604, -1.2087], [-0.6649, -2.5898, 0.6637], [0.5030, 2.7930, -0.7466], [-2.6557, -1.0079, 0.4228], [-0.2445, -0.3797, -0.4008], [0.0773, 0.1622, -0.4849], [-0.0554, -0.5696, -0.2113], [-0.5134, -0.3195, 0.0451], [0.1273, 0.1002, 0.2393], [-0.5973, -0.3847, -0.3298], [-0.1363, 0.0452, 0.4088], [-2.2965, -0.3649, 1.6177], [-0.0256, -1.4860, 0.8243], [0.1761, 1.6414, -0.9542], [4.9626, -1.2386, 0.0913], [-5.1721, 0.8026, 0.5225], [0.5270, 0.2605, -0.5370], [0.2027, -0.2366, -0.6264], [-0.1442, 0.1715, -0.3258], [0.4599, 0.2602, -0.3324], [0.2583, -0.3701, -0.1438], [0.3503, 0.0532, 0.0027], [0.8337, 0.4549, -0.5509], [0.6637, -1.2803, 0.1618], [1.3404, 1.5661, -0.6837], [-0.4431, 2.9559, -0.2373], [-1.6826, -1.1523, 0.0945], [1.2940, -3.1550, -0.5769], [-0.1243, 3.0480, -0.1353], [-0.6052, -0.8961, 1.2864], [0.1114, 0.2581, 0.1485], [-0.1078, -0.3000, -0.7207], [-0.5525, -0.2411, 0.3279], [-0.8324, 0.1955, -0.0693], [0.1972, -0.0453, 0.4123], [0.7505, -0.9568, -0.0049], [0.0088, 3.3146, -0.4075], [1.0588, -2.4205, -0.1050], [-0.8712, -1.3374, -1.1822], [-0.2115, 0.5814, 0.3874], [0.0482, -0.1507, 0.7256], [-0.0003, -0.0894, 0.0241], [0.1828, -0.1147, 0.3495], [-0.0524, 0.0844, -0.0643], [-0.2596, 0.3201, 0.3272], [0.0980, -0.1834, -0.0543]],
  "lowdin_charge": [-0.007, -0.292, -0.061, 0.094, -0.590, 0.078, 0.107, 0.078, 0.081, 0.081, 0.154, 0.137, 0.139, -0.012, -0.314, -0.099, 0.084, -0.537, 0.123, 0.073, 0.076, 0.079, 0.083, 0.160, 0.142, 0.142, -0.031, -0.275, -0.077, 0.083, -0.554, 0.128, 0.056, 0.084, 0.082, 0.089, 0.155, 0.132, 0.130, -0.016, -0.272, -0.102, 0.067, -0.528, 0.118, 0.065, 0.091, 0.083, 0.083, 0.151, 0.127, 0.131, -0.017, -0.321, -0.110, 0.108, -0.594, 0.122, 0.113, 0.086, 0.089, 0.090, 0.157, 0.138, 0.139, -0.008, -0.322, -0.138, 0.086, -0.508, 0.090, 0.109, 0.082, 0.088, 0.083, 0.157, 0.137, 0.142, -0.018, -0.313, -0.131, 0.094, -0.550, 0.131, 0.102, 0.084, 0.083, 0.092, 0.153, 0.134, 0.139, -0.027, -0.322, -0.079, 0.082, -0.503, 0.090, 0.099, 0.081, 0.081, 0.088, 0.146, 0.132, 0.132, -0.005, -0.327, -0.160, 0.072, -0.471, 0.139, 0.094, 0.083, 0.085, 0.085, 0.149, 0.123, 0.133, -0.141, -0.128, -0.159, 0.005, -0.123, 0.094, 0.095, 0.105, 0.152, 0.101],
  "total_charge": 0,
  "energy_ev": -99205.894,
  "spin_multiplicity": 1,
  "smiles": "C[C@H]1COC(=O)O1.C[C@H]1COC(=O)O1.C[C@H]1COC(=O)O1.C[C@H]1COC(=O)O1.C[C@H]1COC(=O)O1.C[C@H]1COC(=O)O1.C[C@H]1COC(=O)O1.C[C@H]1COC(=O)O1.C[C@H]1COC(=O)O1.c1cc[nH]c1",
  "homo_energy_ev": -7.85,
  "e_above_lowest_kj_mol": 658.2
}